Record 1
# C45H42IrN4

A molecular structure, C45H42IrN4 (ωB97M-V with the def2-TZVPD basis set, the OMol25 dataset).

Results
**Multiplicity**: 1
**Total charge**: +1
**Relative energy (zero: lowest compared OMol25 entry of this formula, charge and spin)**: 54.1 kcal per mole
**E_HOMO (alpha / beta)**: -9.3 / -9.2 eV

CARTESIAN COORDINATES (ANGSTROEM)
C (2.704, -1.057, 1.168)
C (0.652, 1.208, -1.888)
C (0.825, -0.766, 5.339)
C (0.472, -0.957, 4.027)
C (-0.856, -1.241, 3.663)
C (-2.449, -1.842, 2.051)
H (-5.132, -3.164, -1.506)
C (1.521, -4.651, -0.568)
C (2.787, 0.414, -3.029)
C (2.140, 0.510, -4.409)
H (3.657, 2.341, 2.619)
C (4.040, -0.855, 1.565)
C (-2.313, 1.380, 0.438)
C (4.596, -3.110, 0.878)
H (-4.664, -3.005, 0.887)
C (-3.415, -2.040, 3.062)
H (5.399, 0.571, 2.436)
H (4.004, 1.680, -1.749)
H (0.697, 3.356, -1.458)
H (-5.267, 2.160, 1.915)
H (5.307, -3.918, 0.758)
C (3.245, -3.339, 0.457)
H (1.337, 1.826, 1.881)
H (-4.403, -2.378, 2.791)
C (-3.983, 2.928, -0.265)
C (-3.119, -1.768, 4.360)
C (-3.562, 1.939, 0.618)
H (2.895, 0.759, -5.160)
C (-4.208, -2.715, -1.169)
C (1.710, 2.940, -4.017)
H (-1.397, -1.284, -2.379)
N (1.017, -2.455, 0.190)
H (1.224, -0.916, 3.260)
H (1.700, -0.450, -4.693)
H (1.901, 2.402, -0.611)
H (-1.256, 3.198, -2.212)
H (-2.181, -1.233, 6.817)
H (-1.947, 0.668, 1.175)
Ir (-0.145, -0.708, 0.474)
C (0.020, 1.216, -3.302)
C (-1.892, 2.786, -1.446)
C (1.729, 0.112, -1.957)
H (-3.868, 1.378, 2.673)
H (-3.869, -1.866, 5.136)
H (6.008, -1.750, 1.681)
H (-0.353, 0.206, -3.505)
H (-3.489, -2.304, -3.151)
N (1.767, -0.081, 1.288)
H (3.525, -0.395, -3.020)
C (-3.134, 3.379, -1.269)
C (-1.823, -1.536, -0.291)
C (-3.287, -2.234, -2.090)
C (-1.428, -1.145, 6.043)
C (-0.133, -0.839, 6.361)
H (1.256, -0.854, -2.169)
H (0.951, 3.728, -3.990)
C (2.825, -4.534, -0.133)
H (0.156, -0.672, 7.389)
H (-0.384, -3.646, -0.708)
C (-4.440, 1.472, 1.748)
C (2.124, 1.086, 1.794)
C (4.978, -1.923, 1.394)
C (-2.759, -2.019, 0.636)
C (3.421, 1.368, 2.214)
H (2.248, 0.047, -1.005)
H (0.567, 1.665, -5.328)
H (-4.962, 3.376, -0.139)
C (0.648, -3.588, -0.386)
C (1.064, 1.593, -4.357)
H (-0.837, 1.875, -3.379)
H (-3.547, 4.183, -3.221)
H (-4.855, 0.487, 1.516)
H (1.859, -0.561, 5.585)
H (2.432, 3.206, -4.794)
C (2.419, 2.847, -2.663)
C (4.385, 0.390, 2.104)
C (2.304, -2.301, 0.607)
N (-1.216, -1.414, 2.353)
C (3.477, 1.743, -2.708)
C (1.396, 2.528, -1.573)
C (-2.102, -1.659, -1.646)
H (4.218, 1.970, -3.478)
C (-3.548, 4.505, -2.178)
C (-1.473, 1.697, -0.653)
N (-0.345, 0.920, -0.828)
H (2.895, 3.805, -2.430)
H (-4.547, 4.861, -1.933)
C (-1.811, -1.371, 4.707)
H (3.523, -5.351, -0.259)
H (1.175, -5.552, -1.053)
C (-3.943, -2.610, 0.183)
H (-2.857, 5.346, -2.093)

Cartesian forces (eV/Å) of the 2 atoms listed first:
C 0.3 0.6 0.3
C 0.1 0.5 0.1

=====

Record 2
# C45H43BrIrN6O6P

A molecular structure, C45H43BrIrN6O6P (ωB97M-V with the def2-TZVPD basis set, the OMol25 dataset).

Results
**Multiplicity**: 2
**Total charge**: +1
**Relative energy (zero: lowest compared OMol25 entry of this formula, charge and spin)**: 5.3 kcal per mole
**E_HOMO (alpha / beta)**: -9.6 / -9.6 eV

CARTESIAN COORDINATES (ANGSTROEM)
C (-3.705, -0.172, 3.063)
C (4.148, 0.393, -0.162)
C (-3.750, -3.459, -4.724)
C (-0.935, 1.131, -4.714)
C (0.769, 1.099, 2.226)
C (0.490, -1.403, 2.491)
C (-4.302, 0.411, -3.281)
H (-1.163, 1.362, -5.746)
C (-5.465, -3.942, -6.071)
Ir (-0.261, -0.679, -0.356)
H (-4.025, 0.401, 0.546)
C (-2.293, 0.249, 4.956)
H (1.621, 0.697, -2.542)
O (-0.561, 1.218, 1.872)
H (3.735, -1.959, -4.508)
H (5.895, -0.331, -2.168)
C (-1.244, -3.490, 2.926)
C (-3.305, -4.349, -5.691)
H (-5.339, 0.331, -3.577)
P (3.023, -1.904, -1.091)
H (-4.651, -0.500, 2.655)
C (-2.017, -4.827, -5.699)
H (3.843, -2.479, 1.899)
C (-1.613, -3.481, -3.713)
C (-3.123, -4.801, 2.171)
C (-1.484, 0.701, 2.740)
O (-5.059, -3.133, -4.968)
H (3.122, 0.537, 0.167)
O (-1.148, -2.151, -1.841)
H (-0.150, -4.715, -4.632)
C (4.188, -3.075, 1.049)
N (-2.158, 0.048, -0.199)
Br (-4.862, -0.811, 5.574)
C (-1.221, -2.770, 1.708)
H (3.409, 3.087, 2.893)
C (5.597, -1.089, -1.438)
H (6.321, -1.067, -0.617)
C (-2.650, 0.229, -1.539)
C (1.321, -0.164, 2.472)
C (-3.350, 0.750, -4.200)
H (4.449, 1.257, -0.763)
C (2.829, 2.182, 2.778)
H (-6.198, -4.680, -5.730)
H (-2.143, 0.256, 6.027)
H (-3.273, -2.303, -2.978)
H (1.180, 1.384, -4.906)
H (3.649, -4.541, -1.937)
H (-2.197, -5.032, 4.081)
H (-3.620, 0.953, -5.227)
H (-4.744, -0.111, -1.245)
C (-3.959, 0.157, -1.937)
C (-2.166, -3.115, 0.719)
C (0.352, 1.138, -4.258)
H (3.063, -1.159, 3.207)
C (-2.684, 0.239, 2.196)
C (-2.933, -3.006, -3.723)
H (-3.797, -4.346, 0.173)
H (-3.862, -5.574, 2.331)
H (-0.366, 1.084, 4.525)
C (0.614, 0.766, -2.927)
N (3.286, -2.575, -2.563)
C (-1.293, 0.708, 4.115)
N (-0.342, 0.453, -2.086)
C (3.408, -3.998, -2.846)
C (2.035, -3.988, 0.253)
O (1.754, -1.103, -0.936)
H (1.241, -1.802, 4.466)
H (1.992, -2.047, -4.136)
C (1.513, 2.259, 2.351)
H (-2.128, -2.631, -0.245)
N (3.209, -3.158, -0.024)
C (-0.649, -3.005, -2.652)
C (-0.301, -3.167, 3.921)
H (-0.289, -3.721, 4.851)
H (1.626, -4.383, -0.675)
C (-3.089, -4.097, 0.952)
C (2.634, -0.203, 2.944)
N (-0.320, -1.741, 1.491)
C (-3.498, -0.194, 4.426)
O (0.504, -3.432, -2.633)
H (4.398, 0.888, 3.461)
H (1.243, -3.426, 0.754)
C (0.549, -2.128, 3.705)
C (-1.175, -4.373, -4.682)
H (4.802, 0.350, 0.713)
C (-2.206, -4.504, 3.136)
H (2.480, -4.385, -3.263)
H (-5.876, -3.305, -6.855)
H (5.123, -2.651, 0.688)
H (5.640, -2.064, -1.917)
H (2.341, -4.815, 0.891)
C (-2.979, 0.222, 0.779)
C (-1.987, 0.814, -3.824)
C (2.977, -1.783, -3.741)
H (-1.678, -5.518, -6.456)
O (-4.314, -4.618, -6.570)
H (2.994, -0.721, -3.496)
C (3.382, 0.950, 3.096)
H (4.222, -4.141, -3.561)
C (-1.642, 0.519, -2.500)
H (1.037, 3.207, 2.143)
H (4.398, -4.085, 1.402)
N (4.257, -0.820, -0.946)

Cartesian forces (eV/Å) of the 2 atoms listed first:
C 0.1 0.0 0.0
C 0.0 0.1 0.0